81
Properties=species:S:1:pos:R:3:forces:R:3:lowdin_charge:R:1 method="wB97M-V/def2-TZVPD" homo_ev="-13.46 / -13.92" orbital_gap_ev="7.2 / 6.7" charge=+2 multiplicity=3 s_squared=2.029
C -3.3259 -3.8128 -0.9944 0.5 -0.1 0.6 0.00
C -1.9546 -3.8025 -1.3538 -0.9 0.0 -1.5 -0.25
C -1.5523 -4.3894 -2.5677 0.6 -0.2 0.6 -0.01
C -2.4862 -5.1295 -3.2811 -0.1 0.8 0.8 -0.10
N -3.7567 -5.1404 -2.8880 -0.7 -1.2 -0.7 0.08
C -4.2005 -4.5450 -1.7880 1.1 0.4 -0.1 -0.11
C -1.0180 -3.1005 -0.5720 1.0 3.2 3.1 0.06
C -0.5530 -2.2723 0.2527 -2.2 -3.3 -2.8 -0.01
C 0.0498 -1.9917 1.4765 0.9 0.6 1.2 -0.20
C 0.3752 -0.6424 1.9236 0.5 -2.2 2.2 -0.18
C 1.4479 -0.5534 2.8809 -0.7 -0.2 -1.3 -0.13
C 2.2060 -1.6920 3.0435 1.9 -0.9 0.9 -0.60
C 1.6916 -3.0150 2.9353 -0.4 1.1 -0.3 -0.03
C 0.5096 -3.1474 2.1851 0.7 1.2 0.0 0.03
Ni 0.9756 0.7771 0.5852 -0.4 0.3 -1.7 0.26
P -0.6161 0.6522 -1.0483 -0.7 -1.4 -2.9 0.96
H -0.4968 -4.3131 -2.8684 -0.6 -0.2 0.1 0.12
H -3.6699 -3.3156 -0.0770 0.2 -0.3 -0.4 0.12
H -2.1698 -5.7220 -4.1364 -0.4 0.2 0.0 0.12
H -5.2444 -4.6615 -1.5003 0.1 0.1 -0.3 0.12
H -0.0075 -4.0913 2.0130 0.4 0.2 -0.1 0.14
H -0.3471 0.1728 1.9603 -0.4 -0.8 -0.2 0.07
H 2.2202 -3.8599 3.4081 -0.3 0.5 -0.5 0.14
H 1.7103 0.3809 3.3816 0.1 -0.2 -0.3 0.12
C -0.4968 2.3785 -1.6680 0.0 0.0 0.7 -0.40
C -1.1269 2.8348 -2.9639 -0.1 0.2 -0.4 -0.11
H 0.5748 2.6158 -1.6775 0.0 0.0 0.1 0.06
H -0.8958 2.9254 -0.8117 0.0 0.3 -0.3 0.06
H -0.9244 3.9044 -3.0973 -0.1 -0.2 0.0 0.09
H -0.7260 2.3353 -3.8463 0.1 -0.1 0.1 0.08
H -2.2061 2.7024 -2.9728 0.0 0.0 0.0 0.06
C -0.4486 -0.4744 -2.6363 0.6 0.8 1.1 -0.32
C -1.7355 -0.8044 -3.4240 0.2 0.0 0.1 -0.12
H 0.0224 -1.3904 -2.2204 -0.2 0.4 -0.6 0.05
H 0.2854 0.0607 -3.2820 -0.6 -0.6 0.4 0.05
H -1.3919 -1.3312 -4.3377 -0.5 0.3 0.4 0.09
H -2.3952 -1.4932 -2.8501 0.4 0.6 -0.4 0.07
H -2.2956 0.1158 -3.7099 0.5 -0.8 0.1 0.07
C -2.2818 0.2669 -0.4644 -0.5 0.4 0.5 -0.38
C -3.4823 0.8605 -1.2002 -0.4 0.0 -0.1 -0.11
H -2.2930 0.6322 0.5647 -0.2 -0.2 0.0 0.05
H -2.3382 -0.8227 -0.3986 0.0 0.2 -0.2 0.06
H -4.3993 0.6129 -0.6487 0.2 0.0 -0.1 0.09
H -3.4433 1.9514 -1.2799 0.1 -0.1 0.1 0.07
H -3.5959 0.4672 -2.2120 0.0 0.0 0.3 0.05
Br 4.1509 -1.4506 3.3202 -1.5 -0.2 0.3 0.73
P 2.5354 0.2123 -1.0083 2.8 -0.5 -0.6 0.97
C 2.6475 0.7293 -2.7950 -0.4 0.5 -0.3 -0.38
C 3.8432 1.5372 -3.3676 0.3 -0.1 0.3 -0.11
H 1.7439 1.3495 -2.9225 0.3 -0.3 -0.3 0.04
H 2.5311 -0.1903 -3.3990 -0.2 0.4 0.4 0.09
H 3.5667 1.9409 -4.3655 0.1 -0.3 0.7 0.09
H 4.1128 2.3936 -2.7264 -0.1 -0.3 -0.3 0.07
H 4.7441 0.9081 -3.4976 -0.5 0.3 0.1 0.08
C 3.5045 1.4532 0.0061 0.6 0.0 0.4 -0.37
C 5.0239 1.4086 0.3905 0.1 -0.3 -0.2 -0.11
H 2.9399 1.4144 0.9752 0.5 0.4 -0.1 0.04
H 3.3036 2.4340 -0.4583 -0.2 -0.2 0.2 0.08
H 5.2473 2.2049 1.1311 -0.2 -0.4 -0.5 0.09
H 5.3371 0.4501 0.8483 -0.4 0.4 -0.2 0.05
H 5.6757 1.5658 -0.4903 -0.5 0.0 0.4 0.08
C 3.3491 -1.4760 -1.0356 -0.3 0.2 0.1 -0.35
C 4.6099 -1.7016 -1.9172 0.0 0.2 0.0 -0.12
H 2.5174 -2.1065 -1.4172 0.4 0.1 0.4 0.07
H 3.5497 -1.7418 0.0233 -0.2 0.0 -0.5 0.07
H 4.9925 -2.7291 -1.7333 -0.2 0.7 -0.1 0.09
H 4.3938 -1.6246 -3.0031 0.0 0.0 0.7 0.08
H 5.4155 -0.9745 -1.6926 -0.4 -0.5 0.0 0.07
N -0.5442 2.1193 1.2341 -0.9 1.0 3.1 0.11
C -1.1627 2.3059 2.2177 1.9 -0.4 -2.0 -0.06
C -1.7668 2.5188 3.4645 -1.2 0.7 1.8 -0.20
C -1.1144 2.1731 4.6899 0.1 0.2 -0.1 -0.01
C -1.6307 2.5795 5.9234 -0.3 0.1 -0.3 -0.04
C -2.8120 3.3409 5.9499 -0.3 -0.1 -0.2 -0.03
C -3.5349 3.6005 4.7706 0.2 -0.2 0.0 -0.04
C -3.0110 3.2009 3.5286 -0.1 0.2 0.4 0.00
H -0.1719 1.6265 4.6995 -0.2 0.1 -0.2 0.11
H -1.1424 2.3146 6.8779 -0.2 0.2 -0.8 0.13
H -3.1976 3.7258 6.9031 0.2 -0.3 -0.4 0.13
H -4.5166 4.1113 4.8373 0.9 -0.3 -0.2 0.13
H -3.5636 3.4594 2.6192 0.3 -0.2 0.3 0.13

***

50
Properties=species:S:1:pos:R:3:forces:R:3:lowdin_charge:R:1 method="wB97M-V/def2-TZVPD" homo_ev="-11.20 / -11.49" orbital_gap_ev="7.5 / 6.9" charge=+1 multiplicity=4 s_squared=3.769
Re 0.0066 0.2168 -0.6888 -0.6 0.7 1.1 1.78
O 2.4580 0.8320 -3.7874 -0.2 0.0 0.0 0.16
C 2.1398 0.6944 -2.6455 2.1 -0.8 0.5 -0.54
O 1.0181 1.1010 -2.1114 -1.3 0.2 0.1 -0.16
C 3.1184 0.0538 -1.5657 -0.7 0.5 -1.0 -0.07
C 2.9301 0.7683 -0.2320 -1.1 -0.8 0.3 -0.17
C 3.9931 0.4486 0.7684 0.1 -0.6 0.3 -0.07
C 3.7538 -1.0704 1.0653 0.3 0.2 -1.0 -0.06
C 2.5067 -1.3770 0.2567 -0.4 0.7 0.1 -0.20
O 1.7704 -0.0648 0.3566 1.2 0.0 -0.3 -0.24
C 2.7772 -1.4440 -1.2420 -0.9 -0.8 -0.4 -0.07
C 1.4721 -2.0404 -1.9484 1.8 0.6 -0.1 -0.51
O 1.5079 -2.8136 -2.8654 -0.2 0.4 0.6 0.15
O 0.3648 -1.5895 -1.3735 -0.9 -0.5 -0.4 -0.23
H 4.1324 0.2104 -1.9326 -0.1 -0.3 -0.1 0.17
H 2.5378 1.7684 -0.2985 0.2 0.4 0.1 0.16
H 3.8746 1.0329 1.6728 0.0 0.1 0.1 0.13
H 4.9666 0.6361 0.3546 0.5 0.1 -0.1 0.13
H 3.5954 -1.2361 2.1012 -0.2 -0.1 0.9 0.11
H 4.5718 -1.7212 0.7435 0.0 0.2 0.0 0.14
H 1.8200 -2.1128 0.6486 0.1 -0.3 0.1 0.16
H 3.5636 -2.1612 -1.4828 0.1 0.3 0.0 0.17
Cl 0.2186 4.0877 2.5357 -0.1 -0.3 -0.1 0.75
C -0.5340 2.5475 2.7496 -0.3 0.7 1.1 -0.57
C -1.1913 2.3005 4.0062 0.4 0.5 -0.6 -0.09
C -1.8068 1.1241 4.2314 -0.1 -0.9 -0.9 -0.61
Cl -2.6219 0.8275 5.7096 -0.1 0.0 0.2 0.76
C -1.8072 0.1066 3.2000 -0.2 0.3 1.5 -0.14
C -2.4450 -1.1392 3.3665 0.2 0.5 -0.6 0.02
C -2.3840 -2.0429 2.3385 0.0 -0.2 0.0 -0.02
C -1.6693 -1.7470 1.1751 0.1 0.8 0.0 -0.06
N -1.0789 -0.5576 1.0014 -0.1 -0.1 0.0 -0.02
C -1.1432 0.3843 2.0052 -0.3 -0.9 -0.2 -0.17
C -0.5423 1.6279 1.7467 0.7 0.3 -1.2 -0.44
O -0.0316 1.8485 0.5088 -0.3 -0.7 0.4 -0.33
H -1.2553 3.0762 4.7615 0.3 0.0 -0.2 0.12
H -3.0103 -1.3437 4.2630 0.1 0.0 0.1 0.10
H -2.8919 -2.9850 2.4362 0.0 -0.3 -0.1 0.12
H -1.5890 -2.4489 0.3545 0.0 0.0 0.0 0.13
I -2.8848 2.7307 -0.4541 0.0 0.0 0.1 1.14
C -2.7811 1.2247 -1.8864 0.5 0.6 0.9 -0.72
C -3.8236 1.2441 -2.7739 -0.4 0.2 0.0 -0.15
C -3.8939 0.2925 -3.7550 -0.4 0.1 -0.6 -0.02
C -2.8826 -0.6361 -3.8398 0.3 -0.6 -0.2 -0.02
C -1.8685 -0.5936 -2.9230 0.7 0.2 0.5 -0.08
N -1.7798 0.3310 -1.9230 -0.4 -0.2 -0.4 -0.10
H -4.5663 2.0138 -2.6437 -0.2 -0.1 -0.2 0.09
H -4.7202 0.2992 -4.4543 0.0 -0.1 0.0 0.13
H -2.8418 -1.4076 -4.6017 -0.1 0.1 0.1 0.13
H -1.0530 -1.2973 -2.9286 -0.1 -0.2 -0.2 0.10

***

59
Properties=species:S:1:pos:R:3:forces:R:3:lowdin_charge:R:1 method="wB97M-V/def2-TZVPD" homo_ev=-6.99 orbital_gap_ev=7.0 charge=0 smiles="Cc1ccc(S(=O)(=O)/N=C/c2ccccc2)cc1.C1=C(N2CCCC2)CCCC1"
C 3.3192 0.0197 -4.0156 0.0 0.2 -0.1 -0.05
C 2.6699 -0.7909 -2.9319 -0.3 -0.1 0.3 -0.27
C 1.7301 -1.7761 -3.2571 0.1 -0.2 0.1 -0.05
C 1.1945 -2.6040 -2.2748 -0.1 0.2 0.3 -0.05
C 1.5407 -2.3847 -0.9343 0.3 -0.1 -0.1 -0.29
S 0.7630 -3.3399 0.3643 0.4 0.8 0.3 0.66
O 0.2528 -4.5464 -0.2220 -0.1 0.3 0.3 -0.29
O 1.6509 -3.3739 1.5008 -0.1 -0.2 -0.2 -0.31
N -0.5876 -2.3790 0.7621 -0.6 -0.2 0.5 -0.03
C -0.8513 -2.0697 1.9880 0.5 -2.3 -0.5 -0.15
C -2.2202 -1.6700 2.3728 -0.7 0.9 0.0 -0.20
C -2.9419 -2.4494 3.3003 0.4 0.2 -0.4 -0.03
C -4.2882 -2.1756 3.5426 0.1 0.2 -0.2 -0.08
C -4.9160 -1.1069 2.8841 0.3 -0.1 0.0 -0.08
C -4.1864 -0.2954 2.0073 0.2 -0.2 0.2 -0.07
C -2.8342 -0.5605 1.7739 -0.2 -0.3 0.0 -0.02
C 2.5118 -1.4349 -0.5972 -0.5 -0.1 0.0 -0.05
C 3.0233 -0.6087 -1.5913 0.2 -0.2 -0.1 -0.03
H 4.0713 0.6915 -3.5873 -0.1 -0.1 -0.2 0.08
H 3.8128 -0.6383 -4.7453 -0.1 0.2 0.2 0.09
H 2.5805 0.6226 -4.5628 0.2 -0.1 0.1 0.08
H 1.4407 -1.9119 -4.3008 0.1 -0.1 0.3 0.12
H 0.5166 -3.4166 -2.5269 0.0 0.3 0.1 0.12
H -0.1760 -2.3503 2.8206 0.0 0.2 -0.5 0.14
H -2.4282 -3.2876 3.7795 -0.3 0.2 -0.1 0.12
H -4.8537 -2.8095 4.2288 0.2 0.2 -0.2 0.11
H -5.9720 -0.9066 3.0578 0.2 -0.1 0.0 0.10
H -4.6628 0.5356 1.4849 0.1 -0.2 0.3 0.11
H -2.2346 0.0844 1.1305 -0.3 -0.2 0.2 0.09
H 2.8586 -1.3588 0.4313 -0.2 0.1 -0.2 0.12
H 3.7389 0.1734 -1.3325 -0.1 -0.3 0.0 0.12
C 0.2883 0.6315 1.2584 0.3 1.6 -1.9 -0.09
C 0.3487 1.6632 0.3406 0.1 -1.1 1.8 -0.23
N -0.2479 1.5645 -0.8776 -0.3 0.1 -0.7 -0.09
C -0.2300 2.6232 -1.8663 0.3 0.3 -0.2 -0.16
C -0.9470 2.0635 -3.1059 0.0 0.2 -0.1 -0.15
C -1.3193 0.6125 -2.7887 -0.1 -0.4 0.4 -0.14
C -0.7716 0.3107 -1.3776 0.2 -0.5 -0.2 -0.14
C 1.0439 2.9731 0.6351 -0.2 0.3 0.1 -0.13
C 1.7408 3.0517 2.0055 0.2 -0.2 0.0 -0.19
C 1.1044 2.1741 3.0863 -0.3 -0.2 -0.2 -0.19
C 0.8720 0.7215 2.6134 0.8 0.2 0.6 -0.21
H -0.0819 -0.3199 0.9102 0.0 0.5 0.1 0.03
H -0.7311 3.5319 -1.4981 0.1 -0.2 0.0 0.12
H 0.8028 2.9132 -2.1270 -0.2 0.0 0.1 0.11
H -1.8392 2.6565 -3.3275 0.2 -0.1 0.0 0.10
H -0.2856 2.1179 -3.9760 -0.2 0.0 0.1 0.10
H -2.4038 0.4659 -2.7812 0.2 0.1 -0.2 0.11
H -0.8912 -0.0924 -3.5090 -0.1 0.1 0.1 0.10
H 0.0257 -0.4589 -1.4051 -0.3 0.4 0.0 0.09
H -1.5561 -0.1124 -0.7315 0.2 0.2 -0.1 0.10
H 0.3037 3.7913 0.5770 0.2 -0.3 -0.1 0.12
H 1.7919 3.1763 -0.1529 -0.3 -0.1 0.2 0.12
H 1.7262 4.0983 2.3346 0.1 -0.2 0.0 0.11
H 2.7977 2.7791 1.8864 -0.1 -0.1 0.0 0.11
H 1.7286 2.1849 3.9880 -0.1 0.0 -0.1 0.11
H 0.1406 2.6166 3.3643 0.0 -0.1 0.0 0.11
H 1.8329 0.1768 2.6340 -0.1 0.1 0.1 0.11
H 0.2340 0.2034 3.3404 0.0 0.1 0.0 0.10

***

77
Properties=species:S:1:pos:R:3:forces:R:3:lowdin_charge:R:1 method="wB97M-V/def2-TZVPD" homo_ev="-6.84 / -6.65" orbital_gap_ev="6.9 / 6.7" charge=0 multiplicity=2 s_squared=0.941
W 0.2337 0.1111 -0.0070 0.4 -0.2 -0.3 1.01
C 0.0555 1.9272 -1.4616 -0.1 0.0 0.0 -0.12
C -0.4244 2.4318 -0.2143 0.1 -0.1 0.1 -0.18
C -1.5731 1.6412 0.1574 0.1 -0.2 0.1 -0.22
C -1.7880 0.6892 -0.8985 -0.1 0.2 0.0 -0.15
C -0.8045 0.8837 -1.9067 0.0 -0.1 -0.4 -0.32
C -0.9428 0.4353 -3.3576 0.0 0.2 0.0 -0.53
C -1.9363 1.4405 -3.9785 0.1 0.0 0.0 -0.04
C 0.3757 0.5452 -4.1228 0.0 -0.1 0.0 -0.04
C -1.5370 -0.9598 -3.5341 0.0 0.0 0.0 -0.03
C -2.6398 1.7442 1.2599 -0.1 0.0 -0.1 -0.52
C -2.1270 2.0406 2.6670 0.1 0.1 0.0 -0.05
C -3.4314 0.4281 1.3624 0.0 0.0 0.0 -0.07
C -3.6589 2.8132 0.8260 0.0 0.0 0.0 -0.03
C 0.2859 3.6198 0.4591 -0.1 0.0 -0.1 -0.52
C 1.0040 3.2627 1.7642 0.0 0.0 0.1 -0.07
C 1.3693 4.1729 -0.4763 0.1 0.0 0.0 -0.07
C -0.7059 4.7727 0.6821 0.0 0.0 0.0 -0.04
H 0.8661 2.3517 -2.0294 -0.1 -0.1 0.0 0.10
H -2.6433 0.0396 -0.9690 0.1 0.0 0.0 0.11
H -1.5695 2.4624 -3.8876 0.0 0.1 0.0 0.09
H -2.9058 1.3857 -3.4861 -0.1 0.0 0.1 0.09
H -2.0785 1.2214 -5.0380 0.0 0.0 0.0 0.09
H 0.7563 1.5647 -4.1256 0.0 0.1 0.0 0.08
H 0.2171 0.2544 -5.1611 0.0 0.0 -0.1 0.09
H 1.1373 -0.1094 -3.7073 0.1 -0.1 0.1 0.07
H -2.4785 -1.0641 -2.9942 0.0 0.0 0.1 0.09
H -0.8706 -1.7509 -3.2099 0.1 0.0 0.0 0.06
H -1.7507 -1.1100 -4.5928 0.0 0.0 -0.1 0.09
H -1.5115 1.2219 3.0430 0.0 0.0 0.0 0.06
H -2.9832 2.1519 3.3324 -0.1 0.0 0.1 0.09
H -1.5498 2.9555 2.7384 0.0 0.1 -0.1 0.06
H -2.7804 -0.4330 1.4934 0.0 0.0 0.0 0.03
H -4.0593 0.2592 0.4890 0.0 0.0 0.0 0.08
H -4.0954 0.4847 2.2246 0.0 0.0 0.0 0.09
H -3.2458 3.8172 0.8252 0.1 0.1 0.0 0.06
H -4.5125 2.8005 1.5056 0.0 0.0 0.0 0.09
H -4.0261 2.6029 -0.1789 0.0 0.0 0.0 0.09
H 1.9082 2.6933 1.5550 0.0 0.0 0.0 0.02
H 0.4090 2.6646 2.4486 -0.1 0.0 0.0 0.06
H 1.2902 4.1852 2.2739 0.0 0.0 0.1 0.09
H 2.1481 3.4345 -0.6672 0.0 0.0 0.0 0.09
H 1.8406 5.0322 0.0006 0.0 0.0 0.0 0.09
H 0.9583 4.5045 -1.4288 0.0 0.0 -0.1 0.09
H -1.4362 4.5624 1.4551 -0.1 -0.1 0.1 0.06
H -1.2448 5.0113 -0.2346 0.0 0.0 -0.1 0.10
H -0.1561 5.6642 0.9880 0.0 0.0 0.0 0.09
C 1.3580 -2.8161 5.1806 0.0 0.0 0.0 -0.08
C 1.8858 -3.0990 3.7937 0.1 -0.1 -0.1 -0.27
O 2.4659 -1.9222 3.1796 0.0 0.0 0.0 -0.31
P 1.5712 -0.7340 2.6074 0.1 -0.1 0.5 -0.06
S 2.4456 0.0950 1.0163 0.1 0.3 -0.3 0.38
S -0.2547 -1.2350 2.0515 -0.2 -0.1 0.0 0.42
O 1.4376 0.3047 3.8110 0.0 0.1 0.0 -0.34
C 2.4915 0.6800 4.7193 0.0 -0.1 0.1 -0.26
C 3.7130 1.2627 4.0492 0.1 0.0 0.1 -0.09
H 0.9298 -3.7282 5.5950 0.0 0.0 0.0 0.08
H 0.5764 -2.0556 5.1673 0.0 0.0 0.0 0.07
H 2.1567 -2.4891 5.8443 0.0 0.0 0.0 0.08
H 1.1050 -3.4765 3.1298 0.0 0.0 0.1 0.09
H 2.7004 -3.8249 3.8159 -0.1 0.1 0.0 0.12
H 2.7512 -0.1954 5.3188 0.0 0.0 0.0 0.10
H 2.0268 1.4143 5.3791 0.0 -0.1 -0.1 0.12
H 4.2203 0.5427 3.4091 0.0 -0.1 0.0 0.06
H 4.4114 1.5675 4.8295 0.0 0.0 0.0 0.08
H 3.4641 2.1381 3.4546 -0.1 0.0 -0.1 0.07
Br 1.0932 -5.8340 -3.3468 0.0 -0.1 0.0 0.71
C 0.8304 -4.2081 -2.4103 0.0 0.1 0.1 -0.71
C 1.7319 -3.1721 -2.5751 0.0 -0.1 0.0 -0.14
C 1.5174 -1.9820 -1.8948 0.1 0.1 0.0 -0.16
C 0.4275 -1.7878 -1.0431 -0.3 0.2 0.2 -0.34
C -0.4344 -2.8763 -0.8840 -0.1 0.0 0.0 -0.16
C -0.2553 -4.0722 -1.5593 0.0 -0.1 -0.1 -0.14
H 2.5860 -3.2916 -3.2278 0.0 0.0 0.0 0.10
H 2.2428 -1.1860 -2.0370 0.0 0.0 0.0 0.09
H -1.2903 -2.7884 -0.2226 0.0 0.0 0.0 0.08
H -0.9508 -4.8903 -1.4320 0.0 0.0 0.0 0.10

***

What did we get for energy above the lowest of the compared OMol25 structures with the same formula, charge and spin? Answer: 0.0, 0.0, 371.4, 28.1 kJ/mol, in the order shown.